Record 1
This record from the Open Molecules 2025 dataset describes a 3-piece molecular cluster, C5H12N2O2 overall. The level of theory is ωB97M-V with the def2-TZVPD basis set.

Results
E_HOMO (alpha / beta) = -6.5572 / -6.5578 eV
total energy = -457.56416 a.u.
gap between HOMO and LUMO (alpha / beta) = 7.292 / 7.292 eV
ΔE to the lowest compared entry with this formula, charge and spin = 5.027 eV

Last column: natural (NBO) charge in e.
Element x y z (Å)
C: 0.2435 0.3621 -0.3738  0.321
C: -0.4255 -0.1619 0.7725  -0.422
C: 1.6380 0.6213 1.3208  -0.217
C: -0.2413 1.6438 -0.9748  -0.686
C: -2.1549 -0.7076 -0.1954  0.585
N: 0.8947 -0.4918 -1.2131  -0.784
N: -2.3097 -2.0562 -0.3205  -0.865
O: 2.6358 -0.3184 0.9249  -0.779
O: -3.0210 0.0747 -0.5584  -0.671
H: 3.4742 -0.1283 1.3683  0.475
H: 1.4359 -0.0639 -1.9523  0.387
H: 1.3713 -1.2708 -0.7725  0.402
H: -1.5176 -2.6521 -0.1360  0.387
H: -3.1983 -2.4371 -0.6303  0.389
H: -0.0995 -1.1086 1.1812  0.218
H: -0.9427 0.5356 1.4133  0.241
H: 1.4437 0.5127 2.3913  0.153
H: 1.9371 1.6561 1.1320  0.138
H: 0.1261 2.4990 -0.4046  0.235
H: -1.3352 1.7100 -0.9534  0.274
H: 0.0454 1.7816 -2.0192  0.219

***

Record 2
This record from the Open Molecules 2025 dataset describes C5H12N2O2Sn as an isolated structure. The level of theory is ωB97M-V with the def2-TZVPD basis set.

Results
E_HOMO = -18.6830 eV
total energy = -671.30340 a.u.
gap between HOMO and LUMO = 9.509 eV
charge = +2
ΔE to the lowest compared entry with this formula, charge and spin = 3.739 eV

Last column: Mulliken charge in e.
Element x y z (Å)
Sn: 0.3395 -1.9143 -0.9056  0.736
C: 0.0277 0.8480 2.0367  -1.220
C: -0.3895 -0.3535 1.1485  1.093
O: 0.3686 -0.5416 0.1662  -0.427
N: -1.2918 -1.1876 1.5830  -0.142
C: -2.3400 -1.1114 2.6485  -0.819
H: 0.9136 0.6351 2.6349  0.342
H: -0.7861 1.1747 2.6842  0.404
H: 0.4050 1.6965 1.4659  0.343
H: -1.1928 -2.1118 1.1879  0.150
H: -2.3354 -2.1245 3.0507  0.318
H: -3.3998 -0.9730 2.4346  0.366
H: -2.1743 -0.3868 3.4457  0.304
O: 1.4758 -0.6220 -1.5534  -0.534
C: 1.2517 0.3827 -2.1953  0.887
N: 0.0821 0.8703 -2.1742  -0.191
C: 2.2838 0.9040 -3.1703  -1.089
H: -0.1966 1.5155 -2.8996  0.253
H: -0.5538 0.3670 -1.5722  0.138
H: 3.1965 0.3682 -2.9094  0.308
H: 2.3054 1.9663 -2.9268  0.402
H: 2.0104 0.5981 -4.1801  0.379

***

Record 3
This record from the Open Molecules 2025 dataset describes a 2-piece molecular cluster, C5H12N2O3S overall. The level of theory is ωB97M-V with the def2-TZVPD basis set.

Results
E_HOMO (alpha / beta) = -9.0260 / -7.0415 eV
total energy = -930.96620 a.u.
gap between HOMO and LUMO (alpha / beta) = 8.910 / 4.606 eV
ΔE to the lowest compared entry with this formula, charge and spin = 4.839 eV

Last column: natural (NBO) charge in e.
Element x y z (Å)
C: -1.8616 0.6078 0.0230  0.686
C: -1.8514 0.8799 -1.4419  -0.740
C: -0.6910 -0.7090 1.8322  -0.486
C: 0.2162 -2.4594 -0.2275  -0.492
C: 2.1167 2.3113 -0.1574  -0.815
N: -1.0050 -0.5009 0.3589  -0.209
N: -0.4568 -1.2839 -0.5720  -0.129
O: -2.4211 1.1465 0.9431  -0.552
O: 1.8742 -0.1641 0.9429  -0.948
O: 1.6509 0.0234 -1.5056  -0.879
S: 2.3871 0.4612 -0.3214  1.658
H: -2.8318 0.5896 -1.7645  0.247
H: -1.6943 2.0100 -1.7559  0.241
H: -1.0582 0.2961 -1.9276  0.279
H: -0.8183 -1.8352 2.0923  0.205
H: 0.3730 -0.4413 1.8893  0.269
H: -1.4198 -0.1875 2.5157  0.254
H: 1.1352 -2.2613 0.4858  0.241
H: -0.5091 -3.1836 0.1680  0.213
H: 0.5663 -2.9101 -1.1854  0.226
H: 3.0686 2.7079 -0.3914  0.230
H: 1.9651 2.4377 0.9068  0.245
H: 1.2651 2.4648 -0.9074  0.256